1.
Computed, not measured: a 11-piece molecular cluster, C28H51N7O4S4 overall, with ωB97M-V/def2-TZVPD.

```
94
Properties=species:S:1:pos:R:3:forces:R:3:lowdin_charge:R:1
C 26.444400 3.806390 -11.060960 -1.045 0.195 0.937 -0.2300
S 25.882910 3.441460 -9.285110 3.372 -1.257 -0.098 0.8595
O 26.692390 2.203170 -8.877610 -1.652 0.763 -0.662 -0.6059
C 26.825270 4.691930 -8.324480 -1.039 1.057 0.469 -0.2726
H 25.642450 3.535360 -11.747640 -0.090 -0.347 0.213 0.0321
H 27.329170 3.207490 -11.276800 0.097 0.394 0.261 0.0514
H 26.508140 4.890840 -11.150320 0.600 -0.062 -0.026 0.0345
H 26.841000 5.686510 -8.770190 -0.149 -0.038 -0.203 0.0410
H 27.808440 4.485080 -7.901760 0.132 -0.878 -0.942 0.0595
H 26.217680 4.766990 -7.422640 -0.240 0.176 0.040 0.0304
C 23.925720 15.313810 -20.186150 0.638 2.620 1.291 -0.3474
S 23.466180 13.691510 -20.407650 -0.532 -3.374 2.189 0.8291
O 23.703050 12.961640 -19.034670 -0.397 1.575 -2.723 -0.5800
C 21.650700 13.986820 -20.459320 1.352 -0.275 -0.293 -0.2396
H 24.946310 15.393260 -19.811760 0.170 -0.334 -0.389 0.0628
H 23.343830 15.729310 -19.363440 -0.257 0.056 0.049 0.0624
H 23.796100 15.967680 -21.048560 0.008 -0.330 -0.209 0.0655
H 21.498490 14.894770 -21.042900 -0.316 -0.147 0.014 0.0475
H 21.366070 14.083970 -19.411630 -0.195 -0.052 -0.170 0.0583
H 21.284660 13.090660 -20.960330 -0.475 0.251 0.242 0.0414
C 28.519610 5.057160 -20.680490 -0.483 0.132 -0.685 -0.2608
S 27.940160 4.621940 -22.378330 -0.972 0.634 -0.229 0.8158
O 26.473080 4.295970 -22.370660 0.710 -0.415 0.501 -0.5788
C 27.816100 6.292350 -23.106750 0.888 -0.301 0.722 -0.2589
H 27.997900 5.886200 -20.202350 -0.299 -0.004 -0.283 0.0513
H 29.566950 5.338990 -20.788900 0.098 -0.372 0.172 0.0445
H 28.336840 4.147490 -20.108470 0.389 0.052 0.034 0.0444
H 28.713200 6.882890 -22.920840 0.020 0.057 0.001 0.0454
H 26.964240 6.676840 -22.545850 -0.060 0.252 -0.459 0.0491
H 27.674290 6.183210 -24.181960 -0.301 -0.021 0.235 0.0480
C 18.646930 5.054740 -23.650510 -0.176 1.295 -0.898 -0.2696
S 17.536350 4.288160 -24.868550 0.159 -3.402 1.009 0.8293
O 16.904100 3.031870 -24.256920 0.368 2.062 -0.789 -0.5816
C 16.335290 5.599150 -25.131310 0.071 0.953 0.866 -0.2712
H 18.863690 5.875830 -24.333820 0.582 0.678 0.331 0.0272
H 19.605450 4.570690 -23.463340 -0.433 -0.606 -0.310 0.0553
H 18.270800 5.489980 -22.724660 -0.534 -0.369 -0.078 0.0576
H 15.321610 5.222340 -25.267580 0.308 -0.286 -0.112 0.0609
H 16.674520 6.193460 -25.979730 -0.111 -0.268 -0.195 0.0475
H 16.343720 6.282330 -24.282020 -0.221 -0.067 0.181 0.0445
C 21.253770 -1.399240 -22.400820 0.066 1.075 0.638 -0.0843
C 22.699010 -1.597510 -22.696520 1.190 -1.272 -0.471 -0.2540
N 23.802210 -1.861130 -22.986570 -2.557 0.841 0.761 0.1125
H 20.655310 -2.210250 -21.985840 0.612 -0.752 -0.752 0.0782
H 20.741600 -0.910790 -23.229800 0.106 -0.364 -0.168 0.0777
H 21.113580 -0.707100 -21.570530 0.576 0.473 -0.015 0.0700
C 16.230280 -1.100410 -13.932450 -1.195 0.421 -0.191 -0.0609
C 14.874950 -0.727060 -13.418350 5.417 -1.587 -1.568 -0.2899
N 13.905240 -0.347930 -13.024620 -4.288 1.453 1.628 0.1240
H 16.065040 -1.853950 -14.702500 0.351 -0.121 0.141 0.0748
H 16.925600 -1.427280 -13.159290 -0.350 -0.114 -0.008 0.0768
H 16.634820 -0.209770 -14.413280 0.065 -0.057 0.002 0.0752
C 22.171670 -2.195940 -11.367720 -0.400 -1.236 -0.846 -0.0627
C 21.586070 -3.573740 -11.384530 1.464 3.766 0.128 -0.2871
N 21.151310 -4.596350 -11.560020 -1.194 -2.812 -0.199 0.1197
H 23.251400 -2.298560 -11.259330 -0.144 0.326 0.749 0.0790
H 21.616450 -1.535510 -10.701620 0.545 -0.133 0.196 0.0774
H 22.069020 -1.821340 -12.386170 -0.265 0.100 -0.025 0.0739
C 16.452180 9.280570 -17.593190 0.821 0.024 -1.270 -0.0886
C 16.163530 10.313980 -16.618510 -0.970 1.371 2.355 -0.2763
N 15.966990 11.117770 -15.790360 0.479 -1.796 -2.067 0.1213
H 16.510240 8.238930 -17.277420 -0.128 0.330 0.637 0.0855
H 17.427670 9.554610 -17.994960 0.285 -0.237 0.032 0.0787
H 15.830740 9.289860 -18.488640 -0.478 0.303 0.322 0.0791
N 21.682520 15.082360 -11.818160 -0.101 1.472 -2.023 -0.0134
C 22.285680 13.990700 -12.315470 -0.569 -0.897 -0.940 -0.1507
C 22.777650 13.310590 -11.254760 1.658 -1.701 -0.007 -0.1320
C 22.622770 14.097360 -10.130930 -0.635 1.499 1.994 -0.1241
C 21.956130 15.233630 -10.512650 -0.721 0.390 0.402 -0.1435
H 21.282060 15.748730 -12.462910 -0.008 0.175 0.566 0.1523
H 22.260750 13.792420 -13.376820 -0.029 -0.192 0.175 0.1126
H 23.313880 12.373450 -11.230180 -0.109 -0.003 -0.366 0.0952
H 22.858420 13.953320 -9.086840 0.312 -0.471 -0.203 0.0943
H 21.570310 16.120390 -10.031820 0.206 -0.276 0.403 0.1095
N 17.631150 5.355250 -8.683470 -1.518 0.168 0.541 -0.0050
C 18.410660 6.430390 -8.828120 1.339 2.153 -1.589 -0.1597
C 17.812180 7.335480 -9.745600 1.948 -0.507 1.890 -0.1258
C 16.555770 6.860590 -10.022470 -1.272 -2.963 0.929 -0.1087
C 16.442740 5.614910 -9.304110 -0.653 1.447 -1.608 -0.1273
H 17.737800 4.606320 -8.014270 0.166 0.264 -0.154 0.1528
H 19.379550 6.572240 -8.372580 -0.062 -0.436 0.031 0.1001
H 18.301730 8.244160 -10.063460 -0.170 -0.038 -0.052 0.0896
H 15.803880 7.262680 -10.685330 0.023 0.002 0.177 0.0878
H 15.583270 4.972390 -9.182220 0.203 -0.092 -0.171 0.0962
N 22.469590 6.337140 -17.013020 -0.910 0.235 -0.636 -0.0230
C 22.173640 5.056700 -17.380660 1.400 -0.987 0.157 -0.1496
C 21.486300 4.441700 -16.345200 -0.154 0.838 -0.263 -0.1208
C 21.219390 5.452000 -15.407280 0.102 2.845 -0.012 -0.1111
C 21.771820 6.683230 -15.901230 0.186 -2.088 0.746 -0.1191
H 23.064670 6.996000 -17.494570 -0.297 -0.352 -0.249 0.1492
H 22.678480 4.636610 -18.238020 -0.190 -0.092 0.013 0.1024
H 21.133550 3.428320 -16.222670 0.210 0.029 -0.418 0.0896
H 20.642790 5.391120 -14.496110 -0.011 -0.136 -0.104 0.0812
H 21.833750 7.732610 -15.653500 -0.336 -0.277 0.760 0.1013
```
Forces are in eV/Å.

As for the LUMO energy: 0.06 eV. Its orbital gap is 0.2896 Eh. The net charge is 0.

2.
Computed, not measured: C28H52AuBN8 as an isolated structure, with ωB97M-V/def2-TZVPD.

```
90
Properties=species:S:1:pos:R:3:forces:R:3:lowdin_spin:R:1
Au 0.208898 -0.631725 -0.360124 -0.670 -0.825 -0.201 0.5295
C 0.068296 2.169985 4.508010 -0.056 0.004 -0.034 0.0121
C 0.583397 2.201925 3.119420 0.632 0.333 -0.147 0.1189
C 1.670319 3.042907 2.604883 -0.478 -0.278 0.149 0.4774
C 1.721739 2.757981 1.194257 -0.089 0.234 0.118 0.0469
N 0.849442 1.845039 0.910942 0.042 0.005 0.281 0.1757
N 0.133263 1.516643 2.111448 -0.241 -0.129 -0.388 0.1055
B -1.345874 0.857494 1.908627 0.003 -0.091 -0.033 0.0043
N -1.455825 -0.691330 1.995869 0.184 0.033 -0.068 0.0069
N -1.475675 -1.445343 0.842975 -0.053 0.243 0.331 0.1876
C -2.086812 -2.601486 1.109662 -0.076 -0.078 -0.306 0.0150
C -2.429813 -2.622487 2.466455 -0.062 0.016 0.036 0.0098
C -2.045975 -1.404264 2.983498 0.049 0.110 0.128 0.0039
C -2.266546 -0.872385 4.359061 -0.028 -0.042 -0.027 0.0013
C -2.614432 -3.539089 0.031338 0.029 0.043 0.037 0.0003
C -1.588257 -3.964375 -1.016600 0.147 -0.026 0.059 -0.0009
C -3.736783 -2.768096 -0.686554 -0.035 0.034 0.022 -0.0002
C -3.197805 -4.792285 0.685602 -0.011 -0.043 0.011 -0.0001
N -1.802925 1.332575 0.529413 0.064 -0.044 -0.221 0.0143
N -1.245812 0.857594 -0.634253 0.305 0.246 0.268 0.0570
C -1.875825 1.413608 -1.659859 0.131 -0.156 -0.158 0.0079
C -2.866846 2.274527 -1.160517 -0.033 0.038 -0.123 0.0058
C -2.798601 2.196280 0.207696 0.055 -0.015 0.263 -0.0008
C -3.634939 2.882438 1.235829 0.013 0.007 -0.047 -0.0003
C -1.573414 1.119872 -3.115612 -0.033 0.074 0.095 0.0009
C -0.443848 0.108432 -3.291804 0.051 -0.016 0.056 0.0118
C -2.847368 0.561384 -3.764243 -0.037 -0.001 -0.013 0.0002
C -1.179846 2.433216 -3.804629 -0.011 0.039 -0.028 0.0002
C 2.508549 3.513777 0.150117 0.061 0.024 0.090 -0.0036
C 2.215471 5.008030 0.389241 0.020 0.007 0.062 0.0036
C 2.033358 3.149761 -1.256568 -0.020 0.042 -0.016 0.0001
C 4.018309 3.266850 0.318931 0.017 -0.020 -0.034 0.0013
H 0.683469 2.779388 5.164314 0.012 0.004 -0.017 -0.0005
H 0.046852 1.150114 4.887666 0.016 0.004 0.015 0.0030
H -0.955554 2.550628 4.531518 -0.003 -0.015 0.001 0.0044
H 2.243429 3.755792 3.179326 0.035 -0.063 -0.010 0.0198
H -2.002582 1.337559 2.782194 0.005 -0.001 -0.056 0.0007
H -2.958788 -3.397888 2.993699 0.016 0.023 -0.009 0.0016
H -2.585468 -1.680142 5.013601 -0.008 0.002 -0.003 0.0005
H -3.043084 -0.106019 4.366335 0.010 -0.002 -0.013 0.0000
H -1.360192 -0.438732 4.777332 0.006 -0.025 0.000 0.0000
H -1.136458 -3.104844 -1.519907 0.040 0.013 0.020 -0.0004
H -2.085043 -4.551484 -1.789550 -0.009 0.014 0.010 -0.0001
H -0.819477 -4.617628 -0.587255 0.016 0.066 -0.009 0.0000
H -3.333264 -1.915613 -1.238339 0.003 -0.004 0.022 -0.0001
H -4.470345 -2.393293 0.028659 -0.013 -0.014 -0.014 0.0000
H -4.250336 -3.425961 -1.389753 0.024 0.007 0.012 0.0000
H -2.458533 -5.312656 1.298391 0.000 0.010 -0.019 0.0000
H -3.535910 -5.482636 -0.087605 -0.012 0.013 0.013 0.0000
H -4.058534 -4.553299 1.310732 0.009 -0.005 -0.004 0.0000
H -3.555597 2.873537 -1.732302 0.006 -0.026 0.010 0.0007
H -4.374896 3.507152 0.741368 0.006 0.001 0.004 0.0001
H -3.032724 3.519303 1.885183 0.006 -0.006 -0.014 -0.0001
H -4.161039 2.164030 1.864771 0.005 -0.006 -0.019 -0.0001
H -0.697359 -0.860472 -2.847101 -0.009 0.007 -0.041 0.0030
H 0.498378 0.476172 -2.867674 -0.022 -0.007 -0.019 0.0053
H -0.270000 -0.065571 -4.354107 -0.005 0.014 0.002 0.0007
H -3.165603 -0.364698 -3.280645 0.012 0.011 -0.002 0.0000
H -2.664668 0.350627 -4.819088 0.000 0.008 0.016 0.0001
H -3.669242 1.275045 -3.702512 0.008 -0.012 0.001 0.0000
H -0.265067 2.848411 -3.376391 -0.011 -0.017 0.002 0.0000
H -1.967864 3.181195 -3.712589 0.008 -0.011 -0.003 0.0000
H -1.007505 2.257905 -4.867687 -0.006 -0.002 0.017 0.0000
H 1.142815 5.204283 0.445783 0.010 -0.006 -0.036 0.0007
H 2.621206 5.587780 -0.439935 0.012 0.003 0.021 0.0010
H 2.685748 5.372423 1.304992 -0.016 -0.015 -0.008 0.0005
H 0.991604 3.441010 -1.401430 0.005 -0.001 0.013 0.0005
H 2.102731 2.083588 -1.476651 0.007 0.007 -0.001 0.0003
H 2.643608 3.680322 -1.987951 -0.011 0.005 0.006 0.0000
H 4.309358 3.175679 1.367729 -0.012 0.050 -0.006 0.0013
H 4.574446 4.105458 -0.100335 0.001 -0.035 -0.041 0.0001
H 4.351784 2.367848 -0.204569 -0.043 -0.035 0.054 0.0002
N 2.883095 -0.274186 -0.316266 -0.069 0.163 -0.018 0.0699
C 3.755038 -0.660244 0.823835 -0.055 -0.010 -0.072 0.0066
C 4.037529 -2.161582 0.843521 -0.038 0.022 0.050 -0.0001
C 3.025089 -3.025377 1.614102 0.017 0.017 -0.033 0.0016
C 1.570892 -2.623532 1.429669 0.016 0.032 -0.012 0.0031
N 1.198845 -2.480428 -0.014017 0.164 0.109 0.072 0.0725
H 3.290495 -0.621259 -1.181686 0.073 0.034 0.019 0.0002
H 2.893347 0.732993 -0.401549 -0.036 0.095 -0.003 -0.0007
H 3.262060 -0.350666 1.749577 -0.004 0.024 -0.013 0.0004
H 4.697537 -0.111103 0.768946 0.027 -0.039 -0.010 0.0029
H 5.017056 -2.323652 1.291820 0.015 -0.033 -0.027 0.0001
H 4.143386 -2.510719 -0.190497 0.016 -0.001 0.003 0.0000
H 3.240507 -2.960088 2.682485 -0.011 -0.034 0.000 0.0003
H 3.162506 -4.071349 1.332475 0.014 -0.004 0.028 0.0000
H 1.379096 -1.671317 1.925579 -0.004 0.004 -0.019 0.0006
H 0.900506 -3.352363 1.883360 0.002 -0.001 0.001 0.0002
H 0.591726 -3.236212 -0.309682 -0.077 -0.080 0.022 0.0031
H 2.036274 -2.530584 -0.582706 -0.022 -0.020 -0.043 0.0036
```
Forces are in eV/Å.

As for the LUMO energy (alpha / beta): -4.47 / -8.85 eV. For the relative energy (zero: lowest compared OMol25 entry of this formula, charge and spin), the calculation gives 26.1 kcal/mol. Its orbital gap (alpha / beta) is 0.3567 / 0.1992 Eh. The net charge is +2. Its multiplicity is 3.